1.
C10H12N2 as an isolated structure at a distorted geometry. Source: the OMol25 dataset; level of theory: ωB97M-V with the def2-TZVPD basis set.

CARTESIAN COORDINATES (ANGSTROEM)
1 C -4.372 -0.079 0.006
2 C -2.870 -0.021 0.061
3 C -2.129 -1.133 0.182
4 C -0.703 -1.145 0.335
5 C -0.029 -0.027 -0.039
6 C -0.864 1.195 -0.222
7 C -2.272 1.113 -0.215
8 C 1.423 0.080 -0.057
9 C 3.510 0.765 0.224
10 C 3.574 -0.767 -0.103
11 H -5.188 0.658 -0.812
12 H -4.602 -0.887 -0.338
13 H -4.622 0.192 1.091
14 H -2.578 -1.977 0.335
15 H -0.068 -2.176 0.736
16 H -0.594 2.100 -0.275
17 H -2.462 2.174 -0.500
18 H 4.140 0.999 1.188
19 H 4.017 1.445 -0.828
20 H 3.765 -1.143 0.954
21 H 4.388 -0.877 -0.806
22 H 1.716 -1.811 -0.800
23 N 2.110 1.098 0.511
24 N 2.244 -0.894 -0.651

Summary:
- HOMO (eV) = -8.319
- Kohn-Sham gap (eV) = 9.077
- multiplicity = 1
- net charge = 0

=====

2.
A 6-piece molecular cluster, C10H30ClO5S overall at a distorted geometry. Source: the OMol25 dataset; level of theory: ωB97M-V with the def2-TZVPD basis set.

CARTESIAN COORDINATES (ANGSTROEM)
1 Cl 0.630 -0.041 0.997
2 C -0.681 -4.383 -1.580
3 C 0.106 -3.250 -0.900
4 O -0.489 -2.737 0.296
5 H -0.579 -5.176 -0.967
6 H -0.050 -4.436 -2.383
7 H -1.631 -4.032 -1.983
8 H 0.384 -2.552 -1.653
9 H 1.053 -3.652 -0.506
10 H 0.124 -2.210 0.643
11 C -4.044 1.118 -1.058
12 C -2.548 0.581 -0.980
13 O -2.399 0.446 0.418
14 H -4.227 1.933 -0.368
15 H -4.744 0.333 -0.575
16 H -4.399 1.382 -1.900
17 H -1.834 1.361 -1.436
18 H -2.458 -0.285 -1.410
19 H -1.402 0.407 0.419
20 C -0.682 -3.050 4.966
21 C -0.314 -2.327 3.728
22 O -0.727 -0.973 3.751
23 H -0.385 -4.134 5.087
24 H -1.709 -3.068 5.252
25 H -0.117 -2.757 5.989
26 H -0.845 -2.828 3.005
27 H 0.843 -2.433 3.662
28 H -0.817 -0.652 2.938
29 C 1.314 5.157 -0.185
30 C 1.175 3.946 0.647
31 O 0.482 2.942 -0.097
32 H 0.410 5.704 -0.427
33 H 2.092 4.889 -0.955
34 H 1.744 5.776 0.577
35 H 0.776 3.885 1.715
36 H 2.151 3.552 0.850
37 H 0.512 2.014 0.493
38 C 3.195 1.837 -1.993
39 S 1.686 1.642 -2.906
40 O 2.010 1.909 -4.441
41 C 1.546 -0.132 -2.820
42 H 3.140 1.543 -0.963
43 H 3.469 2.777 -2.065
44 H 3.989 1.214 -2.624
45 H 0.544 -0.341 -3.388
46 H 1.350 -0.217 -1.755
47 H 2.343 -0.697 -3.134

Summary:
- HOMO (eV) = -6.010
- Kohn-Sham gap (eV) = 9.062
- multiplicity = 1
- net charge = -1

=====

3.
C3H8N3O4P as an isolated structure at a distorted geometry. Source: the OMol25 dataset; level of theory: ωB97M-V with the def2-TZVPD basis set.

CARTESIAN COORDINATES (ANGSTROEM)
1 C -0.704 0.768 -0.130
2 C 1.092 -1.461 -0.674
3 C -0.138 -1.560 0.308
4 N -0.165 0.916 -1.503
5 N -1.741 1.730 0.242
6 N -1.145 -0.538 0.161
7 O 0.394 1.077 0.897
8 O 2.434 0.420 2.210
9 O 1.966 -0.503 -0.163
10 O 0.498 -1.251 1.654
11 P 1.415 -0.011 1.276
12 H 1.424 -2.462 -0.817
13 H 0.590 -0.991 -1.494
14 H -0.631 -2.498 0.449
15 H -0.647 1.641 -2.045
16 H 0.721 1.326 -1.588
17 H -1.367 2.720 0.135
18 H -1.989 1.586 1.292
19 H -2.009 -0.910 -0.208

Summary:
- HOMO (eV) = -10.238
- Kohn-Sham gap (eV) = 10.832
- multiplicity = 1
- net charge = 0

=====

4.
A 8-piece molecular cluster, C48H40F8 overall at a distorted geometry. Source: the OMol25 dataset; level of theory: ωB97M-V with the def2-TZVPD basis set.

CARTESIAN COORDINATES (ANGSTROEM)
1 F -3.781 -2.099 -5.490
2 C -2.415 -2.199 -5.627
3 C -1.720 -2.668 -4.542
4 C -0.299 -2.802 -4.688
5 C 0.343 -2.482 -5.879
6 C -0.436 -2.025 -6.962
7 C -1.814 -1.854 -6.826
8 H -2.277 -2.875 -3.672
9 H 0.289 -3.257 -3.940
10 H 1.395 -2.767 -5.997
11 H 0.086 -1.722 -7.836
12 H -2.363 -1.516 -7.654
13 F 0.718 3.170 2.173
14 C 0.225 2.646 3.303
15 C -0.802 3.318 3.946
16 C -1.364 2.813 5.053
17 C -1.006 1.591 5.634
18 C 0.041 0.901 4.958
19 C 0.628 1.403 3.780
20 H -1.086 4.314 3.603
21 H -2.129 3.430 5.606
22 H -1.450 1.191 6.512
23 H 0.464 -0.057 5.227
24 H 1.465 0.934 3.278
25 F -2.467 -2.701 0.900
26 C -2.901 -1.455 1.247
27 C -3.965 -0.916 0.437
28 C -4.453 0.345 0.797
29 C -3.966 0.953 1.977
30 C -2.969 0.381 2.757
31 C -2.356 -0.846 2.367
32 H -4.281 -1.532 -0.414
33 H -5.226 0.779 0.208
34 H -4.318 1.908 2.202
35 H -2.573 0.865 3.635
36 H -1.706 -1.426 2.935
37 F 3.347 -4.071 -5.935
38 C 3.521 -3.474 -4.748
39 C 3.572 -4.217 -3.581
40 C 3.668 -3.569 -2.391
41 C 3.668 -2.204 -2.320
42 C 3.658 -1.465 -3.467
43 C 3.576 -2.107 -4.712
44 H 3.363 -5.259 -3.735
45 H 3.614 -4.225 -1.429
46 H 3.663 -1.725 -1.361
47 H 3.536 -0.355 -3.427
48 H 3.591 -1.610 -5.647
49 F 5.168 4.687 3.156
50 C 4.728 3.560 2.528
51 C 4.805 2.431 3.341
52 C 4.317 1.225 2.842
53 C 3.826 1.207 1.566
54 C 3.749 2.333 0.749
55 C 4.280 3.554 1.202
56 H 5.046 2.527 4.345
57 H 4.131 0.377 3.481
58 H 3.437 0.343 1.139
59 H 3.332 2.210 -0.278
60 H 4.163 4.460 0.633
61 F 1.466 -2.241 3.737
62 C 1.179 -3.278 2.942
63 C 1.629 -3.439 1.632
64 C 1.073 -4.489 0.946
65 C 0.018 -5.257 1.373
66 C -0.312 -5.165 2.730
67 C 0.326 -4.182 3.484
68 H 2.456 -2.855 1.179
69 H 1.419 -4.693 -0.043
70 H -0.426 -5.945 0.662
71 H -1.074 -5.777 3.175
72 H 0.014 -4.096 4.505
73 F -4.747 3.260 -0.613
74 C -3.752 4.089 -0.091
75 C -3.907 4.692 1.142
76 C -3.005 5.626 1.565
77 C -1.864 5.901 0.772
78 C -1.801 5.378 -0.476
79 C -2.697 4.360 -0.894
80 H -4.856 4.436 1.658
81 H -3.160 6.193 2.501
82 H -1.119 6.563 1.238
83 H -0.906 5.549 -1.061
84 H -2.644 4.079 -1.973
85 F 1.572 -0.645 -0.100
86 C 0.400 -0.246 -0.683
87 C -0.393 0.664 0.037
88 C -1.539 1.089 -0.579
89 C -1.918 0.747 -1.895
90 C -1.106 -0.159 -2.572
91 C 0.034 -0.676 -1.960
92 H -0.124 0.824 1.098
93 H -2.172 1.795 0.029
94 H -2.788 1.299 -2.341
95 H -1.336 -0.545 -3.524
96 H 0.772 -1.237 -2.560

Summary:
- HOMO (eV) = -8.861
- Kohn-Sham gap (eV) = 9.524
- multiplicity = 1
- net charge = 0
- SMILES = Fc1ccccc1.Fc1ccccc1.Fc1ccccc1.Fc1ccccc1.Fc1ccccc1.Fc1ccccc1.Fc1ccccc1.Fc1ccccc1

=====

5.
One molecule with the formula C10H16N2O4S3. Source: the OMol25 dataset; level of theory: ωB97M-V with the def2-TZVPD basis set.

CARTESIAN COORDINATES (ANGSTROEM)
1 C -0.383 2.135 -2.616
2 H 0.175 2.745 -3.322
3 C -0.240 0.657 -2.978
4 N -0.968 -0.256 -2.114
5 H -1.810 0.187 -1.763
6 C -0.273 -0.942 -1.040
7 C 0.164 -0.020 0.079
8 C -0.469 0.104 1.286
9 S 0.218 1.311 2.303
10 C 1.378 1.665 1.088
11 C 1.243 0.894 -0.025
12 H 1.905 0.984 -0.866
13 S 2.580 2.938 1.332
14 O 3.343 3.058 0.128
15 O 1.934 4.085 1.889
16 N 3.545 2.241 2.508
17 H 3.502 2.740 3.381
18 H 4.493 2.114 2.194
19 S -1.635 -1.118 1.863
20 O -1.396 -1.334 3.261
21 O -2.967 -0.767 1.457
22 C -1.036 -2.524 0.860
23 C -1.872 -3.733 1.225
24 H -1.552 -4.614 0.671
25 H -1.782 -3.930 2.290
26 H -2.917 -3.532 1.000
27 C -1.215 -2.071 -0.574
28 H -1.105 -2.914 -1.257
29 H -2.243 -1.712 -0.662
30 H 0.009 -2.655 1.139
31 H 0.634 -1.378 -1.477
32 H 0.813 0.366 -2.988
33 H -0.631 0.509 -3.993
34 H -1.430 2.428 -2.662
35 H -0.009 2.340 -1.616

Summary:
- HOMO (eV) = -9.037
- Kohn-Sham gap (eV) = 8.957
- multiplicity = 1
- net charge = 0
- SMILES = CCN[C@@H]1C[C@H](C)S(=O)(=O)c2sc(S(N)(=O)=O)cc21

=====

Computed energy relative to the best compared isomer or geometry (same formula, charge and spin) (kJ/mol) in order:
563.1; 0.0; 0.0; 201.9; 0.0
Computed molecular weight (g/mol) in order:
160.22; 297.86; 181.09; 768.83; 324.45